(1)
This record from the Open Molecules 2025 dataset describes the molecule C4H7NO. The level of theory is ωB97M-V with the def2-TZVPD basis set.

Results
SMILES: O[C@H]1C[C@H]2N[C@@H]12

Cartesian coordinates (Å):
O -1.23755 1.46099 0.56865
C -0.92651 0.36920 -0.24273
C 0.39783 0.45784 -1.05880
C 1.00456 -0.63525 -0.14252
N 0.93886 -0.16691 1.22125
C -0.30945 -0.82163 0.45584
H -0.43418 1.61390 1.09831
H -1.81788 0.10631 -0.80968
H 0.88277 1.43536 -1.07092
H 0.24928 0.09270 -2.08047
H 1.67863 -1.41520 -0.48984
H 0.24772 -0.67695 1.84611
H -0.67408 -1.82035 0.70480


(2)
This record from the Open Molecules 2025 dataset describes the molecule CH5ClNOP. The level of theory is ωB97M-V with the def2-TZVPD basis set.

Results
SMILES: C[P@@](N)(=O)Cl

Cartesian coordinates (Å):
C 0.06138 0.09594 -1.29220
P 1.21858 -0.48966 -0.02632
N 0.43450 -0.35820 1.42591
O 1.77390 -2.28844 -0.24944
Cl 2.73595 0.78145 -0.05072
H 0.57267 0.12274 -2.25066
H -0.73873 -0.63779 -1.32949
H -0.32511 1.07522 -1.03245
H 0.46842 0.54312 1.88175
H 0.68975 -1.12611 2.03047


(3)
This record from the Open Molecules 2025 dataset describes a structure of composition C30H34F3IrN6O8S2. The level of theory is ωB97M-V with the def2-TZVPD basis set.

Cartesian coordinates (Å):
Ir 0.22361 0.56409 -0.02133
C 5.57420 2.44680 -6.03973
O 4.53347 1.50085 -5.89412
C 3.26324 1.92838 -6.12734
C 2.93022 3.20674 -6.55268
C 1.59180 3.52565 -6.76208
C 0.58934 2.60672 -6.51088
C 0.93629 1.30954 -6.12163
C 2.25930 0.97577 -5.93707
N -0.75287 3.02354 -6.80630
N -1.72697 2.68299 -6.11458
C -1.58353 1.98589 -4.88117
C -2.44807 0.93232 -4.67616
C -2.30516 0.04786 -3.60833
C -1.27614 0.21722 -2.67489
O -0.95108 -0.61237 -1.77005
C -0.53939 1.45728 -2.75087
N 0.28312 1.74115 -1.68914
C 1.04860 2.81776 -1.75850
C 0.96922 3.73213 -2.81255
C 0.09365 3.51598 -3.83575
C -0.65868 2.32401 -3.85652
H 6.49240 1.93118 -5.77302
H 5.43083 3.30064 -5.37185
H 5.64821 2.80334 -7.07050
H 3.68814 3.95383 -6.73656
H 1.31686 4.51095 -7.11811
H 0.16920 0.56160 -5.97034
H 2.54611 -0.02455 -5.64062
H -3.21195 0.76106 -5.42571
H -2.95577 -0.81057 -3.50599
H 1.73221 2.99516 -0.94944
H 1.58797 4.61740 -2.77479
H -0.02748 4.24510 -4.62455
O 2.23493 0.59215 -0.19506
N 2.84930 1.07028 0.91768
C 4.05508 0.56171 1.20680
C 4.76970 1.06178 2.26223
C 4.21465 2.09467 3.01724
C 2.96278 2.57645 2.71499
C 2.24399 2.02784 1.65318
S 0.60887 2.40929 1.24022
H 4.37827 -0.22794 0.54658
H 5.73488 0.64043 2.49774
H 4.75661 2.49905 3.86137
H 2.49022 3.34345 3.31086
C -2.61642 -2.43481 0.69831
N -1.77963 -3.11114 -0.27365
C -2.43438 -3.87038 -1.31887
C -1.48579 -4.93341 -1.83350
C -0.24675 -4.23857 -2.35682
N 0.26670 -3.29339 -1.38433
C 1.60522 -2.80765 -1.63341
C -0.49547 -2.69876 -0.42509
O 0.00169 -1.83513 0.31921
H -3.04121 -1.51410 0.28535
H -2.03606 -2.19044 1.58072
H -3.42538 -3.10835 0.98153
H -2.73310 -3.20371 -2.14024
H -3.34025 -4.31056 -0.90218
H -1.94999 -5.52133 -2.62561
H -1.22002 -5.60427 -1.01418
H -0.47919 -3.71004 -3.29156
H 0.54275 -4.96060 -2.57960
H 1.69068 -2.46531 -2.66965
H 2.33841 -3.60181 -1.46637
H 1.82309 -1.97889 -0.96792
C -3.77219 2.36587 0.87805
C -2.50499 2.23729 0.06452
O -1.95573 0.91505 0.21668
H -4.27651 3.30245 0.63876
H -3.55393 2.35747 1.94716
H -4.45026 1.54169 0.65558
H -1.77508 2.99555 0.35637
H -2.70037 2.35300 -1.00167
H -1.90151 0.68388 1.17802
F 0.49577 1.47625 4.50512
C 0.17964 0.18238 4.67698
F -0.88394 0.12082 5.47652
F 1.20765 -0.40717 5.29457
S -0.17655 -0.63337 3.06564
O -1.37031 0.08907 2.62705
O -0.35859 -2.00966 3.40710
O 1.00559 -0.29880 2.26533


(4)
This record from the Open Molecules 2025 dataset describes a cluster of 2 separate species, C9H14 in total. The level of theory is ωB97M-V with the def2-TZVPD basis set.

Results
SMILES: Cc1ccccc1.CC

Cartesian coordinates (Å):
C -0.69838 0.88121 1.95493
C -1.03049 0.50828 0.51774
C -0.58818 1.27339 -0.53244
C -0.97340 0.81029 -1.83178
C -1.69343 -0.34895 -1.99300
C -2.09115 -1.11150 -0.89202
C -1.80836 -0.64867 0.35642
H -1.63744 1.08020 2.47912
H -0.12120 1.79541 2.09714
H -0.15593 0.08539 2.46040
H 0.00819 2.17256 -0.54572
H -0.59902 1.36883 -2.68058
H -1.96333 -0.63844 -3.00100
H -2.62334 -2.04312 -1.02578
H -2.20169 -1.15507 1.22795
C 2.07373 -0.74362 -0.52221
C 2.49215 -0.31948 0.89701
H 1.07116 -1.17000 -0.53614
H 1.92249 0.13768 -1.14953
H 2.86333 -1.34676 -0.96384
H 1.74711 0.39555 1.22720
H 2.54738 -1.16194 1.58193
H 3.45980 0.17875 0.87420


(5)
This record from the Open Molecules 2025 dataset describes a cluster of 6 separate species, C6H22O6 in total. The level of theory is ωB97M-V with the def2-TZVPD basis set.

Results
net charge: -2

Cartesian coordinates (Å):
C 0.46880 -0.95277 0.94002
O 0.60608 -1.88767 1.92216
H 1.42625 -0.49161 0.64101
H -0.08555 -1.28176 0.01764
H -0.23073 -0.13704 1.25699
C 4.54751 1.18314 1.99201
O 4.90782 0.04946 2.66871
H 4.69282 2.11941 2.57905
H 5.12479 1.31772 1.04674
H 3.48347 1.22607 1.67424
C -2.96525 0.42960 -0.58166
O -4.01364 -0.15299 0.18613
H -2.90565 1.51284 -0.47309
H -2.01020 0.01672 -0.24223
H -3.15307 0.27205 -1.65036
H -3.89010 -1.10712 0.16729
C 2.52681 1.60103 -1.53881
O 2.21373 2.60524 -2.52200
H 3.32025 0.92355 -1.86086
H 2.74697 2.10099 -0.60385
H 1.65149 0.95122 -1.45077
H 2.10166 2.19947 -3.38222
C -2.73045 0.49107 3.30925
O -2.72364 -0.75446 2.63570
H -2.27073 0.36519 4.28758
H -2.16865 1.21706 2.71000
H -3.73771 0.90795 3.45139
H -3.32168 -0.60927 1.89004
C -0.62225 -2.29587 -2.83543
O -0.30258 -2.09930 -4.20583
H -0.60363 -3.32856 -2.48059
H 0.17534 -1.82380 -2.26054
H -1.54685 -1.80924 -2.51855
H -0.71142 -2.75832 -4.76918


(6)
This record from the Open Molecules 2025 dataset describes the molecule C2H4N3P. The level of theory is ωB97M-V with the def2-TZVPD basis set.

Results
SMILES: Pn1ccnn1

Cartesian coordinates (Å):
P 1.98878 -0.45450 -0.26771
N 0.27052 -0.22381 0.14680
C -0.45077 0.87082 -0.11234
C -1.69746 0.35936 -0.32004
N -1.67339 -1.00126 -0.12355
N -0.49193 -1.36703 0.18340
H 2.11971 -1.59751 0.57381
H 2.40417 0.75597 0.59017
H 0.15662 1.75947 -0.14000
H -2.62627 0.89848 -0.53054


(7)
This record from the Open Molecules 2025 dataset describes the molecule C6H10N4O3. The level of theory is ωB97M-V with the def2-TZVPD basis set.

Results
SMILES: Cc1n[nH]c(NCCO)c1[N+](=O)[O-]

Cartesian coordinates (Å):
C -1.71190 2.76914 -1.81888
C -0.70289 2.01958 -1.02046
N 0.56011 2.42711 -0.86946
N 1.11595 1.49282 -0.06727
C 0.23665 0.51806 0.34326
N 0.51835 -0.46108 1.26299
C 1.79138 -1.17194 1.20088
C 1.59306 -2.61514 0.71451
O 0.46667 -3.17105 1.39759
C -0.93066 0.75272 -0.28359
N -2.16809 0.05673 -0.18538
O -3.13913 0.43813 -0.84012
O -2.21248 -0.92938 0.55953
H -2.51183 3.15959 -1.20239
H -2.12177 2.05169 -2.56346
H -1.25645 3.61515 -2.33073
H 2.02966 1.60641 0.36832
H -0.26897 -1.10062 1.40505
H 2.47090 -0.69754 0.44916
H 2.29964 -1.12557 2.17008
H 1.34007 -2.53633 -0.33831
H 2.51939 -3.21376 0.79273
H 0.08231 -3.88471 0.85594


Gap between HOMO and LUMO readings, ordered: 10.3; 9.8; 6.8; 10.2; 3.4; 10.0; 8.9 eV
ΔE to the lowest compared entry with this formula, charge and spin readings, ordered: 445.8; 208.8; 207.2; 35.4; 0.0; 136.6; 96.5 kJ/mol